135
Properties=species:S:1:pos:R:3:forces:R:3:lowdin_charge:R:1 method="wB97M-V/def2-TZVPD" total_charge=-2 relative_energy_kcal_mol=75.6 homo_lumo_gap_ev=4.041
Cs -0.29929 1.17511 0.16186 0.60 -1.66 -2.51 1.36
C 2.14443 -3.39553 -2.04804 0.19 0.13 -0.08 -0.10
N 2.07694 -2.96133 -3.43466 0.02 0.08 0.30 -0.13
C 0.92894 -3.42034 -4.17384 -0.01 0.13 -0.02 -0.19
C -0.18349 -2.37838 -4.44226 0.15 -0.02 -0.05 -0.18
N -1.20461 -2.31565 -3.40442 0.11 0.11 0.19 -0.14
C -2.12635 -1.21113 -3.63597 -0.10 -0.33 0.09 -0.09
C -1.84065 -3.54864 -3.09600 -0.38 -0.35 0.32 -0.25
C -1.74570 -4.59483 -4.01680 -0.17 -0.08 -0.21 -0.08
C -2.24522 -5.86414 -3.77553 0.01 -0.03 -0.22 -0.12
C -2.90070 -6.11127 -2.58683 -0.09 -0.12 0.09 -0.13
C -3.06044 -5.08405 -1.67577 0.01 -0.08 -0.19 -0.20
C -2.55264 -3.79056 -1.87637 -0.03 -0.01 -0.35 -0.64
S -2.90860 -2.64356 -0.60118 -0.13 0.83 -0.33 0.39
C 2.99988 -2.10916 -4.05015 0.41 0.18 -0.06 -0.22
C 2.81042 -1.88387 -5.42203 -0.11 0.08 -0.25 -0.08
C 3.64068 -1.09215 -6.20584 -0.07 -0.06 -0.15 -0.16
C 4.73273 -0.48104 -5.62632 0.08 0.09 -0.04 -0.16
C 4.94779 -0.66438 -4.26986 -0.26 -0.16 -0.21 -0.21
C 4.14044 -1.45959 -3.43250 -0.02 -0.03 -0.31 -0.69
S 4.72836 -1.53953 -1.78767 -0.30 -0.21 0.57 0.34
H 3.16277 -3.63800 -1.77665 0.15 0.05 0.11 0.03
H 1.52748 -4.28850 -1.92654 -0.01 0.08 -0.13 0.07
H 1.78924 -2.62985 -1.35762 -0.04 -0.01 0.06 0.07
H 0.48018 -4.23191 -3.60852 0.22 -0.01 -0.03 0.10
H 1.25910 -3.84307 -5.13380 -0.21 -0.10 0.11 0.11
H -0.63854 -2.58005 -5.43555 0.05 0.12 0.07 0.11
H 0.27581 -1.38955 -4.50859 -0.02 0.00 0.02 0.12
H -2.62863 -1.31911 -4.61691 0.08 0.10 0.02 0.09
H -1.60124 -0.25502 -3.59789 0.11 0.01 -0.04 0.07
H -2.88582 -1.21265 -2.85875 -0.04 0.04 0.10 0.03
H -1.25699 -4.41641 -4.96740 -0.05 -0.06 0.10 0.09
H -2.13208 -6.64335 -4.52111 0.04 0.02 -0.01 0.09
H -3.29168 -7.10025 -2.37463 -0.03 0.01 0.06 0.09
H -3.58496 -5.27010 -0.74866 -0.01 0.03 -0.04 0.04
H 1.97860 -2.36112 -5.92415 0.09 0.19 0.00 0.07
H 3.41874 -0.96858 -7.26191 0.02 -0.04 0.04 0.08
H 5.42115 0.11394 -6.21912 -0.05 0.06 0.04 0.08
H 5.79472 -0.19194 -3.78925 0.00 -0.02 0.00 0.06
C 2.71556 1.53866 6.87468 -0.06 -0.10 -0.15 -0.07
C 1.86413 1.27989 5.65697 0.03 0.31 0.22 -0.28
C 1.21170 2.29045 5.00060 0.16 -0.12 0.12 -0.01
C 0.50644 2.06694 3.80308 -0.12 -0.19 -0.39 -0.07
C 0.08849 3.16845 2.97876 0.18 0.25 0.36 -0.34
O -0.30387 3.09402 1.81092 -0.09 1.20 0.93 -0.23
C 0.19341 4.56100 3.55537 -0.05 0.10 -0.06 -0.16
C 1.42125 5.19351 3.71653 -0.05 -0.01 0.00 -0.04
C 1.48178 6.48603 4.21538 0.04 0.04 -0.02 -0.09
C 0.31648 7.16244 4.54603 0.01 0.05 0.01 -0.11
C -0.91156 6.54071 4.37137 -0.04 0.01 0.00 -0.09
C -0.97260 5.24878 3.87111 0.01 -0.03 0.03 -0.02
C 0.28658 0.70704 3.32635 -0.02 0.15 0.62 -0.36
O -0.55178 0.44753 2.44782 -0.48 -0.46 1.99 -0.37
C 1.10928 -0.31708 3.96450 0.11 0.14 0.07 -0.05
C 1.83714 -0.00621 5.09068 -0.25 -0.01 -0.26 0.02
C 1.27578 -1.62995 3.32046 0.01 -0.35 -0.09 -0.21
N 0.72956 -1.90087 2.20570 0.14 0.14 -0.17 0.13
C 1.08129 -3.12188 1.51162 0.08 -0.40 0.06 -0.30
C 0.00701 -3.55098 0.52655 0.33 0.05 0.33 -0.50
Te -1.74643 -4.33601 1.47523 0.23 -0.38 0.40 1.21
C -0.49230 -5.81485 2.51058 -0.08 0.28 -0.14 -0.52
C 0.05710 -6.85905 1.76878 -0.01 -0.04 -0.11 -0.15
C 0.88183 -7.80752 2.35598 0.01 -0.04 0.06 -0.11
C 1.17653 -7.72298 3.71083 0.04 -0.05 0.04 -0.12
C 0.63317 -6.69569 4.46715 -0.05 -0.10 0.04 -0.12
C -0.19705 -5.75661 3.86860 -0.10 0.05 0.00 -0.16
C 2.23675 -2.57625 3.98808 0.11 -0.13 -0.03 -0.20
C 1.86516 -3.33974 5.08852 -0.03 0.10 0.01 -0.05
C 2.76699 -4.21474 5.67523 0.08 0.01 0.07 -0.10
C 4.04955 -4.33938 5.16211 -0.01 0.00 0.03 -0.10
C 4.42271 -3.59082 4.05478 0.08 0.03 -0.03 -0.08
C 3.52456 -2.70882 3.47477 -0.05 0.07 0.07 -0.02
H 2.54220 2.54047 7.26911 0.00 0.00 0.03 0.07
H 3.77512 1.45296 6.61575 0.03 0.02 0.11 0.07
H 2.51025 0.81074 7.66294 0.02 0.05 0.06 0.07
H 1.27822 3.29606 5.39676 0.01 0.02 0.01 0.11
H 2.33074 4.66724 3.45504 0.01 -0.03 0.02 0.12
H 2.44460 6.96274 4.35198 0.00 0.03 -0.03 0.10
H 0.36506 8.17366 4.93167 0.00 -0.01 0.02 0.09
H -1.82551 7.06200 4.62959 0.00 0.01 -0.02 0.10
H -1.92838 4.76068 3.72619 -0.02 -0.02 0.00 0.12
H 2.43175 -0.77764 5.56714 0.02 -0.02 -0.06 0.12
H 1.30704 -3.93786 2.21066 0.04 -0.02 -0.12 0.10
H 2.00464 -2.93042 0.94481 -0.05 0.03 0.01 0.12
H 0.41435 -4.29784 -0.15439 -0.20 -0.02 0.09 0.04
H -0.35159 -2.69648 -0.04082 -0.04 -0.08 -0.10 0.00
H -0.16939 -6.92582 0.70903 0.01 -0.01 0.00 0.09
H 1.29096 -8.62082 1.76640 0.02 0.05 -0.04 0.09
H 1.82972 -8.45459 4.17314 -0.01 0.00 0.00 0.09
H 0.85994 -6.62654 5.52517 0.01 0.02 0.00 0.09
H -0.61897 -4.95234 4.46041 0.03 0.01 0.03 0.08
H 0.86378 -3.23608 5.48909 -0.01 -0.01 -0.01 0.12
H 2.47375 -4.80194 6.53760 -0.03 0.01 -0.02 0.09
H 4.76025 -5.01230 5.62671 -0.03 -0.04 -0.03 0.09
H 5.41848 -3.69514 3.64159 -0.01 0.03 -0.01 0.10
H 3.81323 -2.10750 2.62043 0.03 -0.07 -0.04 0.13
O -0.97946 2.59742 -1.96096 -0.73 0.46 -0.47 -0.78
S -0.04072 2.84327 -3.06848 0.33 0.91 -0.72 0.93
C 1.06054 4.23275 -2.51452 -0.23 -0.50 -0.16 -0.26
C 0.34153 5.46095 -2.07940 -0.14 0.21 0.03 -0.28
C -0.45155 5.45656 -0.93076 0.07 -0.10 -0.01 -0.01
C -1.15749 6.59067 -0.56565 -0.04 0.07 0.04 -0.06
C -1.07041 7.75059 -1.32311 0.01 0.00 -0.04 -0.10
C -0.26270 7.77474 -2.45113 -0.03 0.03 0.00 -0.11
C 0.42952 6.63426 -2.82839 0.09 -0.06 0.00 -0.07
C -0.99618 3.79616 -4.39041 0.38 -0.39 0.13 -0.24
C -2.39180 4.10113 -3.96857 -0.24 0.03 0.03 -0.27
C -2.78434 5.39132 -3.62673 0.04 -0.05 -0.01 -0.04
C -4.08308 5.64955 -3.21794 -0.07 0.04 0.01 -0.08
C -5.01324 4.62268 -3.15323 0.04 0.03 -0.02 -0.10
C -4.63488 3.33530 -3.50649 -0.08 -0.05 -0.02 -0.08
C -3.33582 3.07826 -3.90870 0.07 0.00 -0.01 -0.03
H 1.72120 4.40412 -3.36263 0.15 0.06 0.00 0.09
H 1.62974 3.77351 -1.70509 0.06 0.01 -0.01 0.10
H -0.51925 4.56576 -0.32136 -0.01 -0.01 0.04 0.10
H -1.77285 6.56804 0.32450 0.00 -0.03 0.01 0.11
H -1.62635 8.63438 -1.03653 0.01 0.01 0.03 0.10
H -0.17648 8.67935 -3.04130 0.00 -0.01 0.00 0.10
H 1.05865 6.65793 -3.71179 0.01 -0.02 -0.01 0.11
H -0.97833 3.10897 -5.23691 -0.02 0.08 -0.05 0.09
H -0.42704 4.69088 -4.63298 0.00 0.02 -0.04 0.08
H -2.07272 6.20256 -3.68136 0.08 0.02 0.06 0.09
H -4.36703 6.65892 -2.94581 0.01 0.00 0.00 0.10
H -6.02590 4.82488 -2.82693 -0.01 -0.01 0.00 0.10
H -5.35268 2.52635 -3.46380 0.02 -0.02 0.04 0.11
H -3.04357 2.07110 -4.17864 -0.01 -0.06 0.05 0.12
N -3.68806 0.58795 0.86152 -0.27 -0.27 0.26 -0.02
C -4.97582 0.42497 1.20767 -0.15 0.06 -0.02 -0.11
C -5.66438 1.48377 0.65495 -0.01 -0.03 0.04 -0.09
C -4.67927 2.23016 -0.01915 -0.08 -0.17 0.13 -0.17
N -3.49007 1.66859 0.11768 0.46 0.32 -0.26 0.01
H -2.92228 -0.03205 1.08735 -0.02 -0.03 -0.03 0.10
H -5.30701 -0.41400 1.79338 0.06 -0.06 0.00 0.11
H -6.71887 1.68526 0.72472 -0.03 -0.02 0.00 0.08
H -4.78716 3.13328 -0.59691 0.06 0.02 0.00 0.08